(1)
The following is a DFT calculation (the ωB97M-V functional and the def2-TZVPD basis) of C3H6N2O2 in the gas phase.

Results
**LUMO level**: 0.81 eV
**HOMO energy**: -9.717 eV
**Orbital gap**: 10.5 eV
**ΔE to the lowest compared entry with this formula, charge and spin**: 1.369 eV
**SMILES**: [H]/N=C/OCC(N)=O

```
13
Properties=species:S:1:pos:R:3:forces:R:3:mulliken_charge:R:1
O -2.160560 0.358706 1.258603 0.25 -0.13 -0.22 -0.5959
O 1.088594 0.059566 1.091656 -0.03 0.14 0.01 -0.3191
N 1.202257 0.493660 -1.171935 0.22 -0.01 0.30 -0.5785
N -1.567560 -0.187272 -0.874889 -0.05 0.17 0.08 -0.4073
C -1.358023 -0.103722 0.468520 -0.13 0.06 0.06 0.5859
C 1.655629 0.585512 0.008297 0.01 0.07 -0.23 0.0976
C -0.068640 -0.777550 0.978083 -0.09 -0.16 0.04 -0.5070
H -2.364377 0.333827 -1.213529 0.06 -0.06 0.04 0.2595
H 2.570030 1.106976 0.302756 -0.14 0.00 -0.05 0.3619
H -0.274222 -1.064052 2.008844 0.01 -0.06 -0.16 0.2350
H 1.797418 1.011126 -1.812742 0.01 -0.14 0.02 0.2265
H 0.174312 -1.661710 0.379683 0.00 0.16 -0.02 0.3547
H -0.730951 -0.178462 -1.451742 -0.14 -0.04 0.12 0.2867
```
Forces are in eV/Å.

***

(2)
The following is a DFT calculation (the ωB97M-V functional and the def2-TZVPD basis) of C3H6N2O2 in the gas phase at a distorted geometry.

Results
**LUMO level**: 0.83 eV
**HOMO energy**: -7.731 eV
**Orbital gap**: 8.6 eV
**ΔE to the lowest compared entry with this formula, charge and spin**: 3.091 eV
**SMILES**: [H]/N=C/O/C=C(\N)O

```
13
Properties=species:S:1:pos:R:3:forces:R:3:mulliken_charge:R:1
O -2.200207 -0.902565 1.181545 0.55 -1.33 0.58 -0.5108
O 0.707513 0.597916 -0.029724 -0.45 2.81 0.05 -0.3710
N -1.912073 0.800918 -0.259397 -0.13 0.23 -0.05 -0.4804
N 2.274931 -0.725814 -0.761608 1.17 0.09 -0.55 -0.6301
C 1.863436 0.459857 -0.620148 0.21 -1.91 -0.08 0.1359
C -1.335168 -0.191988 0.449643 0.06 0.04 -0.22 0.5603
C -0.031694 -0.463316 0.456616 0.27 -0.09 -0.32 -0.4828
H 3.158143 -0.561545 -1.210218 0.85 -0.91 -0.39 0.2372
H 2.460939 1.311092 -0.980699 -1.04 0.28 0.55 0.3523
H -1.232776 1.387128 -0.722946 -0.46 0.26 0.14 0.2531
H 0.407948 -1.433314 0.579001 0.27 -0.03 0.33 0.3367
H -1.546275 -1.447877 1.675039 -1.24 0.01 0.18 0.3485
H -2.699650 1.199972 0.219725 -0.06 0.54 -0.24 0.2510
```
Forces are in eV/Å.

***

(3)
The following is a DFT calculation (the ωB97M-V functional and the def2-TZVPD basis) of a molecular structure, C3H6N2O2 at a distorted geometry.

Results
**LUMO level (spin up / spin down)**: -0.20 / -0.20 eV
**HOMO energy (spin up / spin down)**: -9.648 / -9.647 eV
**Orbital gap (spin up / spin down)**: 9.4 / 9.4 eV
**ΔE to the lowest compared entry with this formula, charge and spin**: 5.964 eV

```
13
Properties=species:S:1:pos:R:3:forces:R:3:mulliken_charge:R:1
O 3.171025 0.710906 0.562659 -0.31 0.44 1.29 -0.3875
O -0.026089 0.843544 -0.716790 0.58 -1.91 -0.25 -0.4315
N -1.129105 0.044428 -0.560039 0.33 1.14 0.39 -0.2831
N 0.721321 -1.448208 0.152144 1.50 0.74 -0.36 -0.5699
C -1.842820 0.384502 0.683233 0.66 -0.25 -0.36 -0.7338
C 1.300007 -0.437035 -0.210720 -4.95 -1.02 0.76 0.6353
C 2.586964 0.084731 -0.268395 4.13 1.06 -2.55 -0.1761
H 3.182103 -0.073655 -1.240495 -1.11 -0.25 0.66 0.2591
H -2.443766 -0.490192 0.794138 -1.33 -0.17 0.53 0.3746
H -1.130168 0.340247 1.516512 0.05 0.16 -0.36 0.2437
H -0.316888 -1.217287 -0.015530 -0.51 -0.06 -0.38 0.5573
H -2.351893 1.359594 0.714807 0.00 -0.47 -0.28 0.2835
H -1.720687 -0.101574 -1.411520 0.96 0.58 0.90 0.2285
```
Forces are in eV/Å.

***

(4)
The following is a DFT calculation (the ωB97M-V functional and the def2-TZVPD basis) of C3H6N2O2 in the gas phase at a distorted geometry.

Results
**LUMO level**: 0.55 eV
**HOMO energy**: -10.085 eV
**Orbital gap**: 10.6 eV
**ΔE to the lowest compared entry with this formula, charge and spin**: 1.727 eV
**SMILES**: NCC(=O)NC=O

```
13
Properties=species:S:1:pos:R:3:forces:R:3:mulliken_charge:R:1
O 0.516781 -1.604096 2.762156 0.54 0.21 -0.15 -0.4989
O -0.959833 -0.941963 -1.477553 -0.86 -0.84 0.28 -0.5342
N 0.058807 1.620075 -1.674955 -1.02 -0.63 1.08 -0.6484
N -0.338825 -1.399478 0.711413 0.95 1.59 0.57 -0.1511
C 0.508358 -0.959580 1.738454 -1.52 -0.91 1.37 0.0759
C -0.468161 -0.607601 -0.436248 0.49 1.41 -0.81 0.6397
C 0.282949 0.777453 -0.471418 0.63 -0.43 -1.04 -0.7489
H -0.794831 2.128139 -1.447142 0.13 0.23 -0.37 0.2376
H -1.040416 -1.956040 1.186849 -0.28 -0.54 -1.12 0.2754
H 0.961397 0.022345 1.705354 0.58 0.08 -0.60 0.2989
H 0.168544 1.413472 0.395326 -0.15 -0.08 0.30 0.4194
H 1.329867 0.479190 -0.537254 0.26 0.02 0.36 0.3349
H -0.224637 1.028084 -2.454984 0.24 -0.11 0.12 0.2997
```
Forces are in eV/Å.

***

(5)
The following is a DFT calculation (the ωB97M-V functional and the def2-TZVPD basis) of a molecular structure, C3H6N2O2.

Results
**LUMO level**: 0.61 eV
**HOMO energy**: -9.543 eV
**Orbital gap**: 10.1 eV
**ΔE to the lowest compared entry with this formula, charge and spin**: 5.422 eV

```
13
Properties=species:S:1:pos:R:3:forces:R:3:mulliken_charge:R:1
O 1.264157 0.166857 -0.197306 0.04 -0.04 0.07 -0.3615
O -2.260705 0.010636 -0.604574 -0.04 -0.01 0.02 -0.6940
N -0.595435 -0.571081 0.932063 -0.01 0.06 0.01 -0.1992
N 1.482729 -0.509178 2.020021 -0.11 0.08 -0.36 -0.6664
C -1.102996 -0.561564 -0.357719 0.17 -0.16 -0.06 0.0673
C 0.286264 0.666193 -1.104397 -0.01 0.03 -0.16 -0.6892
C 0.789445 -0.320922 0.988179 0.06 -0.05 0.32 0.4924
H 0.552883 0.345641 -2.113201 -0.04 0.04 0.15 0.3438
H -0.753121 -1.401390 -0.975617 -0.07 0.10 0.09 0.4320
H 0.257567 1.765639 -1.039603 -0.05 -0.14 0.00 0.3678
H 2.430460 -0.168598 1.866122 -0.06 -0.02 0.03 0.2801
H -1.196295 0.614965 -1.003028 0.00 0.16 -0.09 0.3104
H -1.154952 -0.037198 1.589061 0.09 -0.06 -0.04 0.3164
```
Forces are in eV/Å.

***

(6)
The following is a DFT calculation (the ωB97M-V functional and the def2-TZVPD basis) of C3H6N2O2 in the gas phase.

Results
**LUMO level**: 0.63 eV
**HOMO energy**: -10.323 eV
**Orbital gap**: 11.0 eV
**ΔE to the lowest compared entry with this formula, charge and spin**: 0.587 eV
**SMILES**: CNC(=O)NC=O

```
13
Properties=species:S:1:pos:R:3:forces:R:3:mulliken_charge:R:1
O 2.698851 0.059321 2.342939 -0.30 -0.03 -0.17 -0.5145
O -1.722755 -0.113902 1.212677 0.33 -0.02 0.04 -0.6089
N 0.501410 -0.013746 1.730083 -0.01 0.00 0.11 -0.0949
N -0.220392 -0.027796 -0.498784 0.14 0.01 0.21 -0.1025
C -1.189788 0.003203 -1.576037 -0.24 -0.14 0.03 -0.8520
C -0.579549 -0.052005 0.814098 0.04 0.01 -0.14 0.5986
C 1.853060 0.014011 1.483897 0.00 0.01 0.01 0.0701
H -1.230667 1.002150 -2.025145 -0.02 -0.28 -0.10 0.2877
H 2.109873 -0.011112 0.411401 0.13 -0.01 0.16 0.2473
H 0.739760 0.163465 -0.727924 -0.20 -0.04 -0.09 0.1458
H 0.237081 -0.023961 2.708207 -0.10 0.02 -0.16 0.2177
H -2.175360 -0.242886 -1.179423 0.16 0.14 0.11 0.3114
H -0.951987 -0.770836 -2.314026 0.07 0.33 -0.01 0.2941
```
Forces are in eV/Å.

***

(7)
The following is a DFT calculation (the ωB97M-V functional and the def2-TZVPD basis) of C3H6N2O2 in the gas phase at a distorted geometry.

Results
**LUMO level (spin up / spin down)**: 0.09 / 0.09 eV
**HOMO energy (spin up / spin down)**: -9.675 / -9.675 eV
**Orbital gap (spin up / spin down)**: 9.8 / 9.8 eV
**ΔE to the lowest compared entry with this formula, charge and spin**: 5.137 eV
**SMILES**: C/N=[N+](\[O-])C(C)=O

```
13
Properties=species:S:1:pos:R:3:forces:R:3:mulliken_charge:R:1
O 1.583607 1.591002 -0.051143 0.80 -1.33 0.28 -0.4189
O -0.387527 -1.198553 0.043629 -0.96 0.63 -0.01 -0.7351
N -0.218943 0.047031 -0.102244 -0.35 -0.73 0.44 0.8895
N -1.100149 0.943594 -0.187830 2.55 -0.49 0.07 -0.5052
C -2.490080 0.546553 0.004836 1.78 3.99 -0.60 -0.7116
C 2.175707 -0.846302 0.005620 2.11 3.57 -3.03 -0.9489
C 1.384417 0.423663 -0.012026 -2.18 1.46 -0.77 0.5327
H 2.887143 -0.733731 -0.917811 -1.45 -0.70 1.54 0.2428
H 2.785536 -0.847185 0.831180 1.69 0.30 2.06 0.3286
H -2.633291 -0.422671 -0.275616 -1.10 -2.45 -1.03 0.3652
H -2.584440 0.701408 1.043827 -0.69 -0.21 1.48 0.2923
H -2.965601 1.441348 -0.476127 -0.50 -1.56 0.13 0.2596
H 1.563615 -1.646162 0.093704 -1.70 -2.48 -0.56 0.4088
```
Forces are in eV/Å.

***

(8)
The following is a DFT calculation (the ωB97M-V functional and the def2-TZVPD basis) of a molecular structure, C3H6N2O2 at a distorted geometry.

Results
**LUMO level**: 0.75 eV
**HOMO energy**: -8.962 eV
**Orbital gap**: 9.7 eV
**ΔE to the lowest compared entry with this formula, charge and spin**: 4.441 eV

```
13
Properties=species:S:1:pos:R:3:forces:R:3:mulliken_charge:R:1
O 0.300145 -1.497757 0.163481 -0.08 -0.23 -0.09 -0.0309
O 0.843147 1.009351 2.381684 -0.12 -0.11 -0.38 -0.6111
N 0.563659 1.510281 0.179246 0.04 0.21 0.13 -0.3488
N -0.538793 -0.475619 -1.668281 1.29 -0.40 -0.41 -0.5006
C 0.015858 -1.637752 -1.104638 -0.58 -1.13 0.65 -0.4337
C 0.412173 0.727360 1.278849 0.02 0.11 0.13 0.5018
C -0.371218 -0.562024 1.042644 -0.10 0.17 0.17 -0.4151
H -1.368219 -0.344447 0.646472 0.16 0.01 0.09 0.3570
H 0.976410 2.421470 0.316230 -0.05 -0.15 -0.01 0.2198
H 0.525043 -0.655240 -2.005757 -0.63 1.60 -0.45 0.3981
H -0.935760 -0.732683 -2.576270 -0.04 -0.16 0.21 0.3456
H 0.013146 1.325423 -0.648050 0.11 -0.04 0.11 0.2794
H -0.435590 -1.088362 1.994390 -0.03 0.14 -0.13 0.2384
```
Forces are in eV/Å.

***

(9)
The following is a DFT calculation (the ωB97M-V functional and the def2-TZVPD basis) of 2 unconnected molecules or ions with the total composition C3H6N2O2.

Results
**LUMO level**: 0.56 eV
**HOMO energy**: -10.466 eV
**Orbital gap**: 11.0 eV
**ΔE to the lowest compared entry with this formula, charge and spin**: 2.653 eV
**SMILES**: N=C=NC=O.CO

```
13
Properties=species:S:1:pos:R:3:forces:R:3:mulliken_charge:R:1
O -1.711428 -0.276704 3.427825 0.19 0.37 -0.35 -0.4410
O 1.460447 -0.760914 -0.801731 0.02 -0.15 0.20 -0.5443
N 0.131724 1.750159 -0.212685 -0.40 -0.31 0.39 -0.5705
N -1.269919 0.425455 1.290136 0.22 0.17 -0.29 -0.3858
C -1.276711 0.563300 2.691597 -0.08 -0.16 0.30 0.0984
C 0.502777 -1.243747 -1.736915 -0.21 -0.11 -0.27 -0.5748
C -0.519099 1.081820 0.561954 0.07 0.20 -0.07 0.6804
H 0.975444 1.326619 -0.593633 0.00 -0.02 0.03 0.3464
H 0.486210 -0.547282 -2.580810 0.01 -0.11 0.18 0.2484
H 1.358296 -1.278535 0.006792 0.14 0.09 -0.13 0.3035
H -0.870687 1.529399 3.050236 -0.06 -0.16 0.02 0.2944
H 0.778562 -2.237161 -2.117343 -0.07 0.19 0.11 0.2668
H -0.502691 -1.285979 -1.295264 0.18 -0.01 -0.13 0.2780
```
Forces are in eV/Å.

***

(10)
The following is a DFT calculation (the ωB97M-V functional and the def2-TZVPD basis) of C3H6N2O2 in the gas phase.

Results
**LUMO level**: 0.93 eV
**HOMO energy**: -9.995 eV
**Orbital gap**: 10.9 eV
**ΔE to the lowest compared entry with this formula, charge and spin**: 1.901 eV
**SMILES**: [H]/N=C/OCC(N)=O

```
13
Properties=species:S:1:pos:R:3:forces:R:3:mulliken_charge:R:1
O 1.215474 -0.579899 0.735447 0.16 0.01 0.13 -0.3617
O -1.239806 1.060685 1.149130 -0.08 -0.25 -0.18 -0.5753
N 1.324975 0.533564 -1.279918 0.11 -0.02 0.43 -0.5963
N -1.616165 -0.109659 -0.766772 0.06 0.09 0.02 -0.4920
C 1.489387 0.511216 -0.028138 0.14 0.06 -0.26 0.1828
C -1.077420 0.061962 0.475064 0.03 0.23 -0.03 0.5016
C -0.126753 -1.034080 0.937846 -0.17 -0.11 0.05 -0.3723
H 1.901357 1.327697 0.573272 0.09 -0.14 -0.12 0.4089
H -0.295554 -1.992694 0.431900 0.13 0.22 -0.06 0.2714
H -0.240247 -1.179657 2.015430 -0.05 0.05 -0.18 0.2413
H 1.672353 1.420360 -1.647503 -0.16 -0.10 0.05 0.2538
H -1.165455 -0.782366 -1.370399 -0.01 0.08 0.09 0.2789
H -1.842151 0.762870 -1.225358 -0.24 -0.12 0.05 0.2590
```
Forces are in eV/Å.